(1)
This record from the OMol25 dataset describes C7H10 in the gas phase at a distorted geometry. The level of theory is ωB97M-V/def2-TZVPD.

Calculated values
2S+1: 1
Max |F| (eV/A): 10.3
M (g/mol): 94.2
Gap between HOMO and LUMO (eV): 10.068
Total energy (eV): -7413.382
HOMO energy (eV): -9.03

Cartesian coordinates (Å):
C -1.691 0.529 -0.270
C -1.320 -0.932 0.148
C 0.002 -0.760 -0.309
C 1.312 -1.191 -0.105
C 2.087 -0.102 -0.012
C 1.129 1.225 -0.061
C -0.261 0.597 0.106
H -2.355 0.730 -1.316
H -2.389 0.983 0.479
H -1.334 -0.721 1.400
H -2.309 -1.559 -0.127
H 0.055 -0.805 -1.469
H 1.754 -2.209 0.328
H 3.351 -0.020 -0.178
H 1.203 1.957 -0.979
H 1.344 1.745 1.016
H -0.577 0.532 1.347

The molecule's Löwdin atomic charges, reported in e, are given here: C -0.161; C -0.218; C -0.437; C -0.124; C -0.087; C -0.121; C -0.397; H 0.171; H 0.100; H 0.163; H 0.142; H 0.207; H 0.158; H 0.162; H 0.127; H 0.135; H 0.180

***

(2)
This record from the OMol25 dataset describes a 2-piece molecular cluster, C3H4N3O2 overall at a distorted geometry. The level of theory is ωB97M-V/def2-TZVPD.

Calculated values
2S+1: 1
Net charge: -1
Max |F| (eV/A): 5.0
M (g/mol): 114.1
Gap between HOMO and LUMO (eV): 8.099
Total energy (eV): -11740.522
HOMO energy (eV): -3.98

Cartesian coordinates (Å):
C -0.223 2.264 0.050
C 1.604 -0.324 -0.011
C -1.758 -0.845 -0.122
N -1.310 2.648 -0.036
N -0.510 -1.074 0.023
N 0.320 -0.012 -0.005
O 2.498 0.532 -0.136
O 2.009 -1.660 0.197
H 0.736 2.087 0.291
H -2.385 -1.623 -0.226
H -2.234 0.132 -0.341
H 1.254 -2.124 0.316

The molecule's Löwdin atomic charges, reported in e, are given here: C -0.135; C -0.638; C -0.097; N 0.016; N -0.090; N -0.060; O -0.049; O 0.047; H -0.008; H -0.017; H 0.047; H -0.016

***

(3)
This record from the OMol25 dataset describes C68H65N2O4P2S2SbTi as an isolated structure at a distorted geometry. The level of theory is ωB97M-V/def2-TZVPD.

Calculated values
2S+1: 1
Net charge: +4
Max |F| (eV/A): 1.3
M (g/mol): 1270.0
Gap between HOMO and LUMO (eV): 5.982
Total energy (eV): -152607.868
HOMO energy (eV): -17.15

Cartesian coordinates (Å):
Ti 0.171 0.172 0.350
O -1.132 -0.830 -0.515
S -2.248 -1.281 0.542
C -3.699 -0.672 -0.241
C -4.680 -1.374 -0.919
C -5.803 -0.680 -1.344
C -5.927 0.677 -1.079
C -4.897 1.379 -0.462
C -3.754 0.715 -0.035
P -2.278 1.650 0.605
C -2.726 2.127 2.300
C -1.794 2.877 3.021
C -2.096 3.330 4.295
C -3.336 3.043 4.856
C -4.273 2.318 4.134
C -3.972 1.853 2.860
C -2.562 3.193 -0.335
C -2.592 3.101 -1.730
C -3.015 4.177 -2.491
C -3.425 5.348 -1.863
C -3.376 5.450 -0.481
C -2.938 4.380 0.289
C -2.089 -3.045 0.640
C -3.186 -3.896 0.642
C -3.011 -5.224 1.000
C -1.766 -5.671 1.421
C -0.680 -4.805 1.437
C -0.819 -3.481 1.042
P 0.709 -2.469 0.786
C 1.867 -2.932 2.094
C 1.411 -2.978 3.415
C 2.300 -3.176 4.459
C 3.656 -3.326 4.196
C 4.116 -3.298 2.885
C 3.231 -3.092 1.838
C 1.205 -3.335 -0.755
C 1.943 -4.522 -0.687
C 2.189 -5.254 -1.838
C 1.682 -4.832 -3.060
C 0.918 -3.676 -3.130
C 0.679 -2.931 -1.985
H -4.585 -2.426 -1.144
H -6.583 -1.204 -1.879
H -6.825 1.202 -1.379
H -4.989 2.449 -0.320
H -0.853 3.153 2.558
H -1.378 3.923 4.848
H -3.575 3.400 5.850
H -5.249 2.124 4.561
H -4.713 1.295 2.302
H -2.340 2.169 -2.218
H -3.056 4.093 -3.570
H -3.798 6.174 -2.456
H -3.696 6.361 0.009
H -2.928 4.473 1.366
H -4.175 -3.537 0.403
H -3.854 -5.901 0.975
H -1.639 -6.695 1.747
H 0.284 -5.166 1.772
H 0.352 -2.920 3.632
H 1.927 -3.226 5.474
H 4.349 -3.491 5.011
H 5.167 -3.452 2.676
H 3.598 -3.110 0.822
H 2.316 -4.891 0.258
H 2.766 -6.168 -1.775
H 1.867 -5.417 -3.952
H 0.495 -3.364 -4.077
H 0.052 -2.055 -2.047
O -3.731 -1.849 3.544
C -3.472 -1.231 4.807
N -2.423 -1.875 5.535
C -1.095 -1.590 5.544
O -0.299 -2.197 6.226
C -0.522 -0.479 4.683
C 0.310 0.437 5.321
C 1.054 1.300 4.546
C 0.974 1.207 3.176
N 0.207 0.312 2.524
C -0.542 -0.515 3.300
H -4.244 -2.651 3.697
H -4.377 -1.246 5.410
H -3.199 -0.204 4.588
H -2.672 -2.626 6.165
H 0.376 0.442 6.403
H 1.723 2.023 4.993
H 1.577 1.867 2.577
H -1.135 -1.274 2.819
C 1.085 5.025 2.781
C 0.561 5.600 1.490
C 0.193 6.946 1.475
C -0.260 7.562 0.320
C -0.382 6.827 -0.853
C -0.045 5.485 -0.860
C 0.449 4.884 0.296
Sb 1.204 2.891 0.112
C 1.045 2.682 -2.035
C 0.192 1.650 -2.426
C -0.106 1.393 -3.754
C 0.443 2.220 -4.723
C 1.299 3.246 -4.353
C 1.636 3.488 -3.018
C 2.641 4.560 -2.709
C 3.248 3.326 0.734
C 3.610 4.663 0.535
C 4.848 5.134 0.929
C 5.743 4.274 1.551
C 5.380 2.959 1.775
C 4.136 2.455 1.384
C 3.879 1.009 1.735
H 2.032 5.498 3.052
H 1.264 3.949 2.724
H 0.385 5.219 3.597
H 0.281 7.521 2.391
H -0.519 8.613 0.336
H -0.738 7.300 -1.761
H -0.167 4.913 -1.770
H -0.277 1.011 -1.673
H -0.772 0.584 -4.029
H 0.207 2.061 -5.768
H 1.735 3.877 -5.119
H 3.235 4.790 -3.592
H 3.319 4.257 -1.914
H 2.152 5.486 -2.399
H 2.912 5.351 0.076
H 5.108 6.170 0.756
H 6.715 4.630 1.868
H 6.071 2.291 2.278
H 4.740 0.400 1.456
H 2.998 0.599 1.255
H 3.772 0.894 2.816
O 1.818 0.079 -0.558
S 2.658 -0.562 -1.751
C 3.505 0.821 -2.579
C 4.948 0.353 -2.717
C 5.311 -0.166 -1.329
C 4.200 -1.143 -0.962
H 3.440 1.672 -1.904
H 2.994 1.032 -3.516
H 5.581 1.181 -3.032
H 5.040 -0.437 -3.467
H 5.347 0.666 -0.622
H 6.278 -0.667 -1.311
H 4.005 -1.251 0.102
H 4.377 -2.129 -1.399

Results of the Löwdin charge analysis, in e, for atoms 1 through 99: Ti 0.758; O -0.654; S 1.103; C -0.354; C -0.028; C -0.004; C 0.011; C -0.039; C -0.333; P 1.091; C -0.368; C -0.126; C -0.047; C -0.032; C -0.050; C -0.068; C -0.379; C -0.114; C -0.041; C -0.039; C -0.046; C -0.070; C -0.348; C -0.043; C -0.007; C 0.005; C -0.038; C -0.316; P 1.125; C -0.355; C -0.089; C -0.027; C -0.020; C -0.035; C -0.106; C -0.355; C -0.080; C -0.029; C -0.026; C -0.046; C -0.143; H 0.115; H 0.136; H 0.136; H 0.130; H 0.066; H 0.114; H 0.126; H 0.127; H 0.111; H 0.098; H 0.123; H 0.127; H 0.128; H 0.110; H 0.106; H 0.136; H 0.136; H 0.125; H 0.094; H 0.116; H 0.128; H 0.124; H 0.080; H 0.108; H 0.128; H 0.128; H 0.122; H 0.081; O -0.053; C -0.214; N 0.128; C -0.434; O 0.116; C -0.080; C 0.074; C 0.015; C -0.163; N -0.032; C -0.096; H 0.099; H 0.147; H 0.106; H 0.170; H 0.154; H 0.141; H 0.031; H 0.072; C -0.046; C -0.304; C -0.014; C -0.027; C -0.058; C -0.147; C -0.322; Sb 1.637; C -0.330; C -0.219; C -0.063

***

(4)
This record from the OMol25 dataset describes C47H49BrHfN3O3S as an isolated structure at a distorted geometry. The level of theory is ωB97M-V/def2-TZVPD.

Calculated values
2S+1: 1
Net charge: +1
Max |F| (eV/A): 2.1
M (g/mol): 994.4
Gap between HOMO and LUMO (eV): 7.021
Total energy (eV): -142327.642
HOMO energy (eV): -10.62

Cartesian coordinates (Å):
Hf -0.230 0.069 -0.447
C 0.019 -3.113 -0.930
C -0.929 -2.565 0.150
C -2.221 -3.394 0.205
C -0.276 -2.512 1.522
C 0.049 -3.727 2.109
C 0.529 -3.787 3.403
C 0.749 -2.613 4.093
C 0.493 -1.361 3.532
C 0.946 -0.167 4.355
C -0.182 0.475 5.181
C 1.720 0.871 3.540
C -0.073 -1.314 2.244
N -0.398 -0.095 1.603
C -1.178 0.796 2.138
C -1.506 2.068 1.582
C -2.466 2.820 2.307
C -2.870 4.071 1.929
C -2.349 4.626 0.755
C -1.423 3.939 0.016
C -0.934 2.666 0.398
N 0.053 2.051 -0.320
C 0.888 2.838 -1.165
C 1.502 3.996 -0.630
C 2.104 4.908 -1.486
C 2.117 4.698 -2.855
C 1.705 3.473 -3.340
C 1.149 2.499 -2.513
C 1.053 1.098 -3.089
C 0.257 0.998 -4.390
C 2.485 0.585 -3.310
C 1.659 4.147 0.870
C 1.416 5.565 1.380
C 3.072 3.668 1.226
H -0.429 -2.988 -1.918
H 0.196 -4.176 -0.777
H 0.990 -2.607 -0.902
H -1.258 -1.563 -0.156
H -2.014 -4.447 0.372
H -2.764 -3.297 -0.733
H -2.862 -3.040 1.009
H -0.098 -4.641 1.556
H 0.733 -4.743 3.861
H 1.136 -2.667 5.099
H 1.657 -0.578 5.079
H -0.624 1.324 4.668
H 0.211 0.843 6.125
H -0.957 -0.255 5.406
H 1.076 1.459 2.892
H 2.468 0.385 2.918
H 2.228 1.556 4.212
H -1.650 0.567 3.096
H -2.900 2.366 3.186
H -3.579 4.622 2.527
H -2.666 5.603 0.429
H -1.030 4.379 -0.888
H 2.568 5.794 -1.080
H 2.508 5.446 -3.527
H 1.830 3.259 -4.390
H 0.590 0.408 -2.356
H 0.744 1.549 -5.190
H -0.750 1.387 -4.270
H 0.179 -0.045 -4.693
H 3.020 1.226 -4.008
H 2.457 -0.427 -3.710
H 3.028 0.566 -2.368
H 0.959 3.481 1.382
H 2.208 6.239 1.066
H 1.390 5.563 2.467
H 0.464 5.944 1.018
H 3.820 4.251 0.696
H 3.190 2.619 0.959
H 3.239 3.770 2.294
C 7.876 -4.516 0.036
C 8.837 -3.896 1.003
O 9.803 -4.435 1.451
S 8.604 -2.162 1.445
C 6.916 -1.765 1.046
C 6.646 -0.692 0.208
C 5.338 -0.357 -0.077
C 4.288 -1.094 0.472
C 4.566 -2.155 1.336
C 5.875 -2.478 1.630
C 2.948 -0.774 0.138
C 1.810 -0.528 -0.215
H 7.608 -5.509 0.392
H 8.406 -4.637 -0.909
H 6.981 -3.924 -0.129
H 7.464 -0.131 -0.212
H 5.113 0.474 -0.727
H 3.750 -2.709 1.776
H 6.103 -3.285 2.308
Br -7.220 2.780 -0.541
C -5.532 2.665 -1.383
C -5.082 3.674 -2.234
N -3.889 3.642 -2.791
C -3.086 2.627 -2.543
C -3.454 1.560 -1.724
C -4.711 1.581 -1.126
C -2.466 0.552 -1.307
O -2.468 0.165 -0.115
O -1.532 0.144 -2.059
H -5.697 4.532 -2.469
H -2.102 2.677 -2.989
H -5.029 0.773 -0.484

Results of the Löwdin charge analysis, in e, for atoms 1 through 99: Hf 1.598; C -0.050; C -0.402; C -0.024; C -0.137; C -0.025; C -0.045; C -0.020; C -0.119; C -0.349; C -0.048; C -0.047; C -0.146; N -0.054; C -0.065; C -0.139; C -0.011; C -0.054; C -0.033; C -0.018; C -0.239; N -0.057; C -0.155; C -0.152; C -0.019; C -0.044; C -0.034; C -0.127; C -0.385; C -0.041; C -0.039; C -0.368; C -0.049; C -0.040; H 0.094; H 0.094; H 0.050; H 0.034; H 0.087; H 0.091; H 0.096; H 0.117; H 0.114; H 0.121; H 0.130; H 0.059; H 0.086; H 0.087; H 0.053; H 0.079; H 0.091; H 0.140; H 0.122; H 0.113; H 0.121; H 0.129; H 0.117; H 0.112; H 0.114; H 0.035; H 0.085; H 0.065; H 0.092; H 0.090; H 0.092; H 0.059; H 0.108; H 0.077; H 0.085; H 0.074; H 0.086; H 0.074; H 0.081; C -0.043; C -0.737; O 0.032; S 1.038; C -0.543; C -0.080; C -0.015; C -0.247; C -0.012; C -0.095; C -0.084; C -0.107; H 0.096; H 0.100; H 0.055; H 0.109; H 0.115; H 0.117; H 0.119; Br 0.781; C -0.649; C -0.155; N 0.099; C -0.076; C -0.100; C -0.032